(1)
Entry from the Open Molecules 2025 dataset: C36H40NPdSb3 as an isolated structure (ωB97M-V/def2-TZVPD).

Calculated values
E_LUMO (spin up / spin down) in eV: -6.90 / -6.90
E in hartree: -2298.56436
Multiplicity: 1
E_HOMO (spin up / spin down) in eV: -13.164 / -13.163
Net charge: +2

Last column: Mulliken charge in e.
Geometry (Å):
Pd  0.24182  -0.30636  0.36143  -0.517
C  0.22224  -2.61089  -4.27037  -1.420
Sb  -0.25692  -2.11344  -2.27884  0.996
C  -0.35511  -3.84378  -1.09480  -1.112
C  -2.26973  -1.36722  -2.22242  -1.015
C  -2.66829  -0.32882  -3.23321  0.917
C  -2.90689  -0.74889  -4.54123  -0.650
C  -3.29630  0.14286  -5.52618  -0.779
C  -3.46786  1.47993  -5.20281  -0.728
C  -3.24865  1.90314  -3.90262  -0.817
C  -2.84750  1.01719  -2.90370  0.540
C  -2.61615  1.54694  -1.51952  -1.078
Sb  -0.52273  1.57571  -1.10860  1.057
C  0.20661  1.72633  -3.08657  -1.277
C  0.04233  3.44891  -0.31401  -1.196
H  0.11502  -1.75348  -4.93010  0.475
H  -0.50018  -3.38140  -4.54373  0.467
H  1.22468  -3.02442  -4.31716  0.535
H  -0.99607  -4.59788  -1.54645  0.460
H  -0.74544  -3.56199  -0.11733  0.296
H  0.65423  -4.23341  -0.97408  0.377
H  -2.46359  -1.08539  -1.18642  -0.134
H  -2.82101  -2.29403  -2.40726  0.815
H  -2.81002  -1.80136  -4.78755  0.442
H  -3.48271  -0.20752  -6.53203  0.433
H  -3.78587  2.18848  -5.95520  0.443
H  -3.40442  2.94571  -3.65046  0.439
H  -3.12298  0.98519  -0.73769  0.152
H  -2.94698  2.58376  -1.44756  0.819
H  -0.44257  2.45231  -3.57671  0.725
H  0.14594  0.78671  -3.63126  0.219
H  1.23575  2.07612  -3.07465  0.488
H  0.01677  4.16437  -1.13536  0.533
H  1.05332  3.37795  0.08196  0.338
H  -0.65032  3.75029  0.46525  0.381
N  1.08551  -0.99546  -1.32629  0.055
C  2.18270  -0.30802  -1.89182  0.829
C  2.73182  -0.64918  -3.12980  -0.716
C  3.81993  0.03960  -3.64424  -0.775
C  4.39660  1.08592  -2.94117  -0.783
C  3.87718  1.41817  -1.70291  -1.033
C  2.78959  0.72996  -1.18103  0.220
H  2.32111  -1.45646  -3.71354  0.286
H  4.22106  -0.24938  -4.60683  0.458
H  5.24274  1.62185  -3.34664  0.451
H  4.32106  2.21957  -1.12600  0.454
H  2.41476  1.00477  -0.19952  0.233
C  1.17251  1.38139  7.73352  -0.523
C  1.81613  0.30324  7.14420  -0.635
C  1.83324  0.17004  5.76199  -0.246
C  1.20655  1.12462  4.96727  0.648
C  0.57982  2.21761  5.56138  -0.689
C  0.55529  2.34054  6.94280  -0.610
Sb  1.30774  1.06715  2.84591  1.565
C  1.58266  -1.03793  2.57525  0.172
C  0.95507  -1.95831  3.43469  -0.523
C  1.15736  -3.31669  3.28852  -0.797
C  1.99597  -3.79843  2.27870  -0.673
C  2.63715  -2.91297  1.43545  -0.715
C  2.44278  -1.53712  1.59036  -0.706
C  -0.80022  0.81723  2.31889  0.424
C  -1.56529  2.00203  2.25606  -1.215
C  -2.91959  1.97626  1.99693  -0.646
C  -3.56020  0.76610  1.71259  -0.817
C  -2.83322  -0.40373  1.71498  -1.014
C  -1.46663  -0.38822  2.03737  0.913
H  1.15928  1.47938  8.81057  0.400
H  2.31165  -0.43537  7.76014  0.404
H  2.34784  -0.67381  5.31940  0.448
H  0.10671  2.98552  4.95805  0.233
H  0.06380  3.18842  7.40078  0.413
H  0.32160  -1.60000  4.23833  0.607
H  0.68024  -4.00861  3.97050  0.470
H  2.16580  -4.86287  2.18184  0.481
H  3.32470  -3.27311  0.68084  0.534
H  3.01610  -0.86427  0.96214  0.673
H  -1.09893  2.95311  2.49041  0.577
H  -3.49308  2.89403  2.03116  0.481
H  -4.62442  0.75105  1.51589  0.408
H  -3.32405  -1.35231  1.53381  0.512
H  -0.98891  -1.34697  2.20628  0.139

***

(2)
Entry from the Open Molecules 2025 dataset: one molecule with the formula C3H2Cl2N2 at a distorted geometry (ωB97M-V/def2-TZVPD).

Calculated values
Energy relative to the best compared isomer or geometry (same formula, charge and spin) in eV: 6.103
E_LUMO in eV: -0.47
E in hartree: -1145.19490
Multiplicity: 1
E_HOMO in eV: -8.823
Net charge: 0

Last column: natural (NBO) charge in e.
Geometry (Å):
C  0.92001  -1.26597  -1.44366  0.167
C  1.30339  -0.96368  -0.22097  -0.206
C  -1.41578  1.03477  -0.08712  0.065
N  0.55510  -0.08801  0.47400  -0.466
N  -0.51702  0.20218  -0.36745  -0.224
Cl  2.77705  -1.49186  0.52546  0.047
Cl  -2.69819  1.32356  -1.18298  0.046
H  -1.45747  1.51538  0.81346  0.180
H  0.53291  -0.26637  1.48926  0.390

***

(3)
Entry from the Open Molecules 2025 dataset: C6H12O as an isolated structure at a distorted geometry (ωB97M-V/def2-TZVPD).

Calculated values
Energy relative to the best compared isomer or geometry (same formula, charge and spin) in eV: 5.917
E_LUMO in eV: 1.14
E in hartree: -310.84182
Multiplicity: 1
E_HOMO in eV: -6.995
Net charge: 0

Last column: natural (NBO) charge in e.
Geometry (Å):
C  2.52403  0.15481  0.00510  -0.598
C  1.29106  -0.36506  0.70979  -0.420
C  0.01057  0.40713  0.46982  -0.286
C  -1.23077  -0.36389  0.49045  -0.317
C  -1.42891  0.22739  -0.83895  0.121
O  -2.68320  0.76096  -0.60480  -0.499
C  -2.55876  0.36752  0.75718  -0.049
H  2.38032  0.10518  -1.07042  0.201
H  2.72498  1.20196  0.24651  0.203
H  3.42546  -0.41259  0.24961  0.207
H  1.50552  -0.34312  1.79481  0.208
H  1.11534  -1.41843  0.46732  0.199
H  0.75536  -0.76902  -2.07631  -0.018
H  0.07288  1.44971  0.73084  0.207
H  -1.22671  -1.44165  0.59440  0.225
H  0.33721  -1.16501  -2.56324  0.011
H  -1.06255  0.62554  -1.75385  0.230
H  -2.58009  1.27115  1.36588  0.193
H  -3.37174  -0.29259  1.02587  0.182

***

(4)
Entry from the Open Molecules 2025 dataset: C20H60CuIO20 as an isolated structure at a distorted geometry (ωB97M-V/def2-TZVPD).

Calculated values
E_LUMO (spin up / spin down) in eV: -2.79 / -7.64
E in hartree: -4240.46906
Multiplicity: 2
E_HOMO (spin up / spin down) in eV: -11.585 / -11.565
Net charge: +1

Last column: Mulliken spin population.
Geometry (Å):
Cu  0.84322  -3.88315  -3.47910  0.003
I  0.26838  -0.16851  -0.19463  0.809
C  1.72126  3.76210  -1.19710  0.000
C  2.14473  3.05749  -2.46381  -0.002
O  2.82970  1.86471  -2.19552  -0.002
O  0.49016  3.22703  -0.67478  0.006
H  1.52755  4.78590  -1.51712  0.000
H  2.48272  3.79357  -0.41781  0.001
H  2.95637  3.62789  -2.91547  0.000
H  1.32883  2.94416  -3.17764  0.001
H  2.24657  1.36147  -1.62256  0.015
H  0.58525  2.27275  -0.63116  0.008
C  -4.56446  -0.22297  1.05939  -0.001
C  -5.65658  -0.95697  1.86433  0.000
O  -6.05721  -2.14208  1.19997  0.000
O  -4.37662  1.11337  1.45743  0.001
H  -4.84405  -0.10940  0.01199  0.000
H  -3.58373  -0.69399  1.12561  0.000
H  -6.47127  -0.23283  1.86453  0.000
H  -5.41670  -1.07378  2.92117  0.000
H  -6.89241  -2.46211  1.54869  0.000
H  -3.84858  1.33313  0.68641  0.001
C  3.49247  1.55333  1.57404  0.013
C  4.33829  0.49413  0.84307  0.001
O  5.03406  0.95716  -0.31749  0.003
O  4.42308  2.52761  2.14650  0.003
H  3.01302  1.07727  2.42938  0.001
H  2.78426  2.01487  0.88593  -0.005
H  3.64511  -0.27419  0.50058  0.009
H  5.03759  -0.08598  1.44519  -0.001
H  4.35990  1.23722  -0.94092  0.001
H  4.71142  3.11554  1.44450  0.000
C  -0.50292  3.40013  3.11289  0.000
C  0.70672  4.26712  3.02233  0.002
O  0.41979  5.58119  3.51041  0.000
O  -0.87276  3.32916  4.53256  0.000
H  -0.33079  2.43401  2.63845  0.005
H  -1.35152  3.96233  2.72314  0.000
H  1.10190  4.34200  2.00926  0.000
H  1.52340  3.81861  3.58800  0.000
H  -0.02557  5.53042  4.35933  0.000
H  -1.77071  3.65709  4.62054  0.000
C  3.66543  -2.25491  -2.54353  -0.001
C  4.24021  -3.45560  -3.33785  0.000
O  3.23725  -3.77569  -4.36577  0.000
O  2.33386  -2.40941  -2.10494  0.001
H  3.65781  -1.38328  -3.19797  0.000
H  4.39820  -1.96870  -1.78905  0.000
H  4.41169  -4.32425  -2.70213  0.000
H  5.22236  -3.18460  -3.72520  0.000
H  3.62986  -4.28074  -5.08158  0.000
H  2.11158  -1.62729  -1.59455  0.012
C  0.15066  -1.03966  -5.06791  0.004
C  -0.00598  0.40980  -4.54546  0.011
O  -1.40341  0.63907  -4.52767  0.000
O  -0.09966  -2.02539  -4.03307  0.003
H  1.14609  -1.39144  -5.33895  0.001
H  -0.51711  -1.26711  -5.89885  -0.001
H  0.56553  1.04679  -5.22053  0.001
H  0.30333  0.40525  -3.50028  0.008
H  -1.67464  0.33332  -3.65902  -0.001
H  -1.03403  -1.90129  -3.85101  0.000
C  -2.48783  -1.11284  4.19508  0.002
C  -1.84492  0.21129  3.72578  -0.001
O  -0.88804  0.69696  4.73384  0.009
O  -3.53361  -0.84316  5.23029  0.000
H  -1.67124  -1.71605  4.59184  0.000
H  -2.88086  -1.68049  3.35163  0.001
H  -2.65399  0.90203  3.48840  0.001
H  -1.23426  0.06799  2.83434  0.012
H  -0.82687  1.63512  4.53965  -0.001
H  -3.80954  -1.63216  5.70247  0.000
C  -1.36824  -5.47489  -2.25288  0.000
C  -1.29774  -4.20801  -1.41672  0.002
O  -0.09092  -3.49122  -1.46873  0.012
O  -0.94937  -5.21418  -3.55695  0.000
H  -2.41889  -5.75587  -2.32556  0.000
H  -0.83558  -6.25498  -1.70899  0.000
H  -1.64372  -4.36600  -0.39523  0.000
H  -2.02211  -3.44413  -1.69932  -0.001
H  -0.13280  -2.81826  -0.78538  0.001
H  -1.43959  -5.85308  -4.07954  0.000
C  2.23592  -2.78481  2.40619  0.003
C  1.16677  -2.16424  3.39577  0.000
O  0.63736  -3.11742  4.26531  0.003
O  3.59534  -2.92115  2.74403  0.006
H  2.18506  -2.19671  1.48986  0.025
H  1.94425  -3.78910  2.09890  0.002
H  0.36793  -1.74954  2.78097  0.014
H  1.64406  -1.36650  3.96489  -0.003
H  1.33620  -3.25664  4.90862  0.000
H  4.08709  -3.42110  2.08843  0.000
C  -2.49706  4.20334  -1.76373  0.002
C  -3.16979  3.47178  -0.58050  0.000
O  -2.93067  2.03373  -0.58961  -0.004
O  -3.05339  4.11604  -3.06817  0.000
H  -1.54663  3.68675  -1.89762  -0.002
H  -2.44708  5.26377  -1.51655  0.000
H  -4.25155  3.60291  -0.60730  0.000
H  -2.73461  3.81004  0.35986  0.000
H  -2.01809  1.89328  -0.85240  0.003
H  -2.30991  4.35587  -3.62612  0.000

***

(5)
Entry from the Open Molecules 2025 dataset: a 2-piece molecular cluster, C4H11N3O2 overall at a distorted geometry (ωB97M-V/def2-TZVPD).

Calculated values
Energy relative to the best compared isomer or geometry (same formula, charge and spin) in eV: 3.256
E_LUMO in eV: 0.85
E in hartree: -473.68310
Multiplicity: 1
E_HOMO in eV: -8.465
SMILES: [H]/N=C(\N)NC.CC(=O)O
Net charge: 0

Last column: natural (NBO) charge in e.
Geometry (Å):
C  0.36419  -2.80328  2.35952  -0.724
C  0.86133  -1.47027  1.71975  0.806
O  0.51541  -0.34706  2.02740  -0.624
O  1.53594  -1.55037  0.56111  -0.713
H  -0.67645  -2.97573  2.17338  0.252
H  0.82346  -2.94449  3.32302  0.243
H  0.78607  -3.67290  1.79742  0.233
C  -0.28555  2.45205  0.14539  -0.427
C  -0.49440  0.74261  -1.63362  0.608
N  -0.40409  1.07799  -0.25608  -0.667
N  -1.53591  1.00281  -2.59023  -0.842
N  0.50728  -0.02879  -2.01471  -0.858
H  0.27729  0.46047  0.28664  0.418
H  -0.54214  2.53239  1.24555  0.217
H  -0.88689  3.31883  -0.44072  0.208
H  -2.26971  1.60963  -2.24483  0.390
H  -1.62019  0.54608  -3.45851  0.411
H  1.34153  -0.70787  -0.04907  0.524
H  0.87694  -0.24344  -3.06597  0.377
H  0.82590  3.00134  0.11454  0.168

***

(6)
Entry from the Open Molecules 2025 dataset: C32H32BrCdN7O2S2 as an isolated structure (ωB97M-V/def2-TZVPD).

Calculated values
Energy relative to the best compared isomer or geometry (same formula, charge and spin) in eV: 0.000
E_LUMO in eV: 0.13
E in hartree: -5310.60590
Multiplicity: 1
E_HOMO in eV: -7.546
Net charge: 0

Last column: Mulliken charge in e.
Geometry (Å):
Cd  -0.90324  0.49661  -0.66607  1.599
C  -0.88525  6.77741  -0.99626  -1.091
C  0.34600  5.89842  -1.17120  -0.428
N  0.36274  4.75626  -0.27578  -0.071
C  -0.33557  3.62065  -0.48922  0.146
S  -0.17611  2.41647  0.76546  -0.581
N  -1.05535  3.58314  -1.59124  -0.828
N  -1.69567  2.40336  -1.78950  0.666
C  -2.65999  2.34632  -2.62793  0.580
C  -3.15155  3.52004  -3.41754  -1.681
C  -3.34301  1.02858  -2.75897  0.273
C  -4.45222  0.87095  -3.58256  -0.766
C  -5.07832  -0.36529  -3.63851  -0.463
C  -4.58339  -1.40782  -2.87648  -0.958
C  -3.47105  -1.16952  -2.08306  -0.306
N  -2.87114  0.01154  -2.02657  0.279
H  -0.85799  7.61139  -1.69988  0.335
H  -0.93282  7.18361  0.01488  0.309
H  -1.78950  6.19847  -1.17912  0.284
H  1.25387  6.47186  -0.97842  0.449
H  0.40091  5.53088  -2.19608  0.247
H  0.89930  4.79413  0.57194  0.212
H  -2.48690  4.36400  -3.26281  0.359
H  -4.15913  3.80159  -3.10270  0.329
H  -3.19192  3.28311  -4.48226  0.387
H  -4.82444  1.70218  -4.16252  0.375
H  -5.94638  -0.50677  -4.26927  0.410
H  -5.04293  -2.38575  -2.88406  0.451
H  -3.04513  -1.94994  -1.46353  0.371
C  3.61626  -1.92702  3.24601  -1.225
C  3.44378  -0.92207  2.14464  0.264
C  4.38511  0.07079  1.89565  -0.578
C  4.20596  0.94811  0.84133  -0.692
C  3.06507  0.78785  0.07176  -0.046
Br  2.80809  1.95197  -1.41558  -0.112
N  2.14476  -0.12097  0.28906  0.176
C  2.33569  -0.95866  1.30900  0.078
H  4.05272  -1.46636  4.13309  0.368
H  4.28310  -2.73311  2.93229  0.342
H  2.65980  -2.37081  3.52075  0.171
H  5.26346  0.15897  2.52478  0.447
H  4.92015  1.72671  0.61822  0.432
H  1.55706  -1.69752  1.46739  0.346
C  1.28831  -1.56907  6.34222  -1.411
C  0.47064  -1.67138  5.08451  0.893
C  0.03233  -2.90738  4.61944  -0.754
C  -0.70672  -3.00838  3.44864  -0.231
C  -1.01676  -1.86202  2.73593  -0.334
C  -0.59583  -0.61649  3.18714  -0.667
C  0.14763  -0.53041  4.35074  -0.740
S  -1.95510  -1.94839  1.23272  1.220
O  -2.50441  -3.27857  1.13878  -0.756
O  -2.85944  -0.82127  1.26340  -0.836
N  -0.92595  -1.62514  0.05813  0.578
C  -0.05680  -2.52921  -0.50842  -0.126
C  0.22928  -3.80153  -0.05499  -0.406
C  1.16664  -4.62213  -0.71122  -1.090
C  1.82782  -4.20269  -1.82868  -0.994
C  1.55632  -2.91272  -2.34153  0.941
C  2.18508  -2.41602  -3.50604  -0.841
C  1.87773  -1.17240  -3.97362  -0.952
C  0.94134  -0.40542  -3.25703  -0.587
N  0.35167  -0.82906  -2.16910  0.580
C  0.62657  -2.07506  -1.69292  0.075
H  1.02341  -2.35250  7.05183  0.391
H  1.14671  -0.60371  6.82716  0.378
H  2.35308  -1.67309  6.11949  0.193
H  0.25968  -3.80244  5.18694  0.396
H  -1.07187  -3.96609  3.10156  0.537
H  -0.86964  0.27608  2.63815  0.599
H  0.47061  0.44159  4.70517  0.414
H  -0.29272  -4.18820  0.80743  0.470
H  1.35579  -5.61123  -0.31301  0.419
H  2.54447  -4.83733  -2.33385  0.401
H  2.90819  -3.04013  -4.01781  0.419
H  2.34161  -0.76726  -4.86168  0.427
H  0.68550  0.59529  -3.58861  0.535